--- a ---
Here is a cluster of 7 separate species, C20H54O7 in total from the OMol25 dataset. Energies are from wB97M-V/def2-TZVPD.

Bonds (Å) are listed after each position.
Geometry (Å):
1 O -1.30116 11.16809 -0.26080  C26 1.457, H68 0.962
2 O 2.32542 9.94023 2.97739  C20 1.421, H52 0.961
3 O 2.75921 11.09771 -3.71671  C18 1.404, H67 0.959
4 O 10.17733 12.97662 1.63273  C19 1.429, H70 0.964
5 O 4.46949 11.38372 1.84590  C25 1.431, H40 0.963
6 O 6.66924 6.56820 -0.48666  C13 1.399, H57 0.971
7 O 4.92735 5.43161 1.63678  C9 1.432, H62 0.967
8 C 3.19470 4.98231 -0.08951  C9 1.540, H28 1.093, H45 1.100, H81 1.087
9 C 3.57271 5.66734 1.23724  O7 1.432, C8 1.540, C14 1.528, H38 1.099
10 C 0.47255 9.57706 -0.52137  C26 1.508, H32 1.091, H61 1.088, H79 1.094
11 C 10.01766 12.11691 3.91015  C19 1.523, H37 1.097, H46 1.085, H64 1.097
12 C 1.69607 13.09885 -4.64037  C18 1.528, H36 1.087, H51 1.090, H78 1.096
13 C 6.57500 7.96368 -0.53199  O6 1.399, C24 1.547, C27 1.535, H60 1.097
14 C 3.19995 7.14690 1.31848  C9 1.528, H49 1.090, H50 1.087, H59 1.092
15 C 8.26831 11.53336 2.12900  C19 1.531, H34 1.091, H54 1.088, H75 1.088
16 C 4.11311 12.31011 -5.20655  C18 1.550, H35 1.092, H41 1.090, H74 1.090
17 C -1.90807 8.88858 -0.33230  C26 1.500, H29 1.091, H56 1.101, H69 1.092
18 C 2.97439 12.41280 -4.16037  O3 1.404, C12 1.528, C16 1.550, H58 1.097
19 C 9.27322 12.55969 2.65783  O4 1.429, C11 1.523, C15 1.531, H39 1.092
20 C 2.48451 10.27369 4.34931  O2 1.421, C22 1.525, C23 1.519, H47 1.094
21 C 3.19951 11.62105 -0.14753  C25 1.540, H42 1.091, H44 1.092, H48 1.091
22 C 3.37961 9.23272 5.01257  C20 1.525, H55 1.092, H73 1.091, H80 1.093
23 C 1.14721 10.34423 5.06658  C20 1.519, H31 1.095, H43 1.096, H72 1.087
24 C 6.61968 8.61898 0.86880  C13 1.547, H53 1.089, H65 1.091, H71 1.093
25 C 4.47317 11.00968 0.46474  O5 1.431, C21 1.540, H30 1.088, H33 1.086
26 C -0.95309 9.90112 -0.89129  O1 1.457, C10 1.508, C17 1.500, H76 1.095
27 C 5.41110 8.39568 -1.43495  C13 1.535, H63 1.090, H66 1.093, H77 1.093
28 H 3.49789 3.93283 -0.05061  C8 1.093
29 H -1.83340 8.71479 0.74169  C17 1.091
30 H 5.34419 11.37391 -0.07621  C25 1.088
31 H 0.56929 9.42829 4.90486  C23 1.095
32 H 0.49378 9.37992 0.55100  C10 1.091
33 H 4.33604 9.93287 0.41966  C25 1.086
34 H 8.84362 10.79391 1.56903  C15 1.091
35 H 4.95073 11.74739 -4.78817  C16 1.092
36 H 1.69990 14.18529 -4.59870  C12 1.087
37 H 10.89182 12.77108 4.01860  C11 1.097
38 H 2.94339 5.17922 1.99411  C9 1.099
39 H 8.78269 13.50929 2.88334  C19 1.092
40 H 4.02902 10.67717 2.32963  O5 0.963
41 H 4.58199 13.25285 -5.48993  C16 1.090
42 H 2.28801 11.20123 0.27964  C21 1.091
43 H 0.47663 11.05603 4.57146  C23 1.096
44 H 3.23293 11.47360 -1.22934  C21 1.092
45 H 3.80042 5.32370 -0.94159  C8 1.100
46 H 9.40575 12.15820 4.80559  C11 1.085
47 H 3.01882 11.22792 4.38192  C20 1.094
48 H 3.16431 12.68943 0.06865  C21 1.091
49 H 2.25160 7.32822 0.81314  C14 1.090
50 H 3.19413 7.32771 2.39014  C14 1.087
51 H 1.36330 12.70490 -5.60038  C12 1.090
52 H 2.01847 10.67139 2.43451  O2 0.961
53 H 6.91947 9.66246 0.78464  C24 1.089
54 H 7.59771 12.05855 1.45139  C15 1.088
55 H 3.78142 9.68386 5.92173  C22 1.092
56 H -1.68388 7.88336 -0.72069  C17 1.101
57 H 5.97262 6.30966 0.13772  O6 0.971
58 H 3.40825 13.01707 -3.35419  C18 1.097
59 H 3.85452 7.82883 0.77224  C14 1.092
60 H 7.48483 8.37601 -0.98650  C13 1.097
61 H 1.17838 10.30958 -0.90801  C10 1.088
62 H 4.99780 4.47257 1.53594  O7 0.967
63 H 5.42195 9.44122 -1.74210  C27 1.090
64 H 10.59256 11.19565 3.75474  C11 1.097
65 H 7.32556 8.20895 1.59228  C24 1.091
66 H 5.49021 7.81637 -2.35853  C27 1.093
67 H 2.45934 11.03821 -2.80783  O3 0.959
68 H -2.24105 11.28244 -0.43324  O1 0.962
69 H -2.94209 9.07772 -0.62854  C17 1.092
70 H 10.71916 12.23805 1.33237  O4 0.964
71 H 5.62851 8.55450 1.32550  C24 1.093
72 H 1.21811 10.52391 6.13647  C23 1.087
73 H 2.95620 8.27891 5.33132  C22 1.091
74 H 3.75147 11.74767 -6.06736  C16 1.090
75 H 7.74585 11.08037 2.96880  C15 1.088
76 H -1.07756 10.02741 -1.97222  C26 1.095
77 H 4.42913 8.11678 -1.04332  C27 1.093
78 H 0.94112 12.78421 -3.91145  C12 1.096
79 H 0.72021 8.63429 -1.01902  C10 1.094
80 H 4.18099 8.97956 4.31381  C22 1.093
81 H 2.18540 5.25245 -0.39075  C8 1.087

**Spin multiplicity**: 1
**Structure (SMILES)**: CC(C)O.CC(C)O.CC(C)O.CC(C)O.CC(C)O.CC(C)O.CCO
**HOMO level**: -9.83 eV
**HOMO-LUMO gap**: 10.388 eV

Results of the Mulliken charge analysis, in e, for atoms 1 through 5: -0.5595, -0.3653, -0.5477, -0.5653, -0.6260


--- b ---
Here is a cluster of 7 separate species, C20H54O7 in total from the OMol25 dataset. Energies are from wB97M-V/def2-TZVPD.

Bonds (Å) are listed after each position.
Geometry (Å):
1 O -18.71064 1.21510 7.08172  C16 1.440, H39 0.960
2 O -18.63493 6.08201 5.96314  C11 1.428, H58 0.960
3 O -19.32525 2.52421 12.04090  C15 1.400, H44 0.960
4 O -16.28795 10.15874 9.94453  C12 1.404, H67 0.960
5 O -20.41366 8.21497 6.54160  C9 1.395, H31 0.960
6 O -22.55377 3.41170 8.92217  C25 1.442, H28 0.960
7 O -17.09325 3.81068 7.12442  C13 1.407, H41 0.960
8 C -17.82907 4.71863 4.26434  C11 1.484, H38 1.090, H43 1.090, H63 1.090
9 C -19.59974 8.94377 7.40861  O5 1.395, C22 1.547, C24 1.474, H40 1.090
10 C -15.79691 8.05200 9.00698  C12 1.496, H61 1.090, H64 1.090, H69 1.090
11 C -18.54068 5.99069 4.54100  O2 1.428, C8 1.484, C19 1.531, H56 1.090
12 C -15.53334 8.99123 10.14181  O4 1.404, C10 1.496, C14 1.559, H33 1.090
13 C -16.19987 4.09181 8.17434  O7 1.407, C17 1.523, H35 1.090, H72 1.090
14 C -16.01501 8.42447 11.51208  C12 1.559, H37 1.090, H70 1.090, H76 1.090
15 C -19.81359 3.22563 13.15019  O3 1.400, C20 1.589, C27 1.517, H62 1.090
16 C -18.47779 0.23484 8.11110  O1 1.440, C18 1.525, C23 1.574, H78 1.090
17 C -16.95735 4.16745 9.49307  C13 1.523, H49 1.090, H71 1.090, H75 1.090
18 C -18.94575 -1.12347 7.59851  C16 1.525, H42 1.090, H59 1.090, H60 1.090
19 C -17.97127 7.24052 3.86398  C11 1.531, H52 1.090, H68 1.090, H77 1.090
20 C -19.52889 2.40240 14.47959  C15 1.589, H45 1.090, H55 1.090, H66 1.090
21 C -20.35416 4.34427 8.51719  C25 1.522, H46 1.090, H53 1.090, H79 1.090
22 C -18.26021 9.27729 6.71066  C9 1.547, H57 1.090, H65 1.090, H80 1.090
23 C -16.94024 0.28165 8.44253  C16 1.574, H36 1.090, H47 1.090, H81 1.090
24 C -19.39140 8.21843 8.67503  C9 1.474, H30 1.090, H48 1.090, H74 1.090
25 C -21.50925 3.54162 7.93590  O6 1.442, C21 1.522, C26 1.551, H50 1.090
26 C -22.05296 4.14360 6.61359  C25 1.551, H34 1.090, H54 1.090, H73 1.090
27 C -19.19558 4.61032 13.10305  C15 1.517, H29 1.090, H32 1.090, H51 1.090
28 H -22.23634 2.85842 9.63961  O6 0.960
29 H -19.29475 5.08180 12.12531  C27 1.090
30 H -18.78273 7.33274 8.49290  C24 1.090
31 H -21.25215 7.92775 6.91044  O5 0.960
32 H -19.74877 5.24213 13.79796  C27 1.090
33 H -14.48128 9.27194 10.19163  C12 1.090
34 H -22.70446 3.42757 6.11264  C26 1.090
35 H -15.49293 3.26997 8.28795  C13 1.090
36 H -16.37310 0.23793 7.51273  C23 1.090
37 H -17.10064 8.37483 11.59606  C14 1.090
38 H -16.78812 4.83557 4.56575  C8 1.090
39 H -18.20583 1.99808 7.31346  O1 0.960
40 H -20.14263 9.84370 7.69758  C9 1.090
41 H -17.52410 4.61371 6.82256  O7 0.960
42 H -20.03386 -1.12191 7.53442  C18 1.090
43 H -18.25258 3.81709 4.70702  C8 1.090
44 H -18.36787 2.46773 12.08365  O3 0.960
45 H -20.05521 2.79408 15.35004  C20 1.090
46 H -20.72462 5.34194 8.75277  C21 1.090
47 H -16.69076 1.17325 9.01778  C23 1.090
48 H -20.30195 7.74836 9.04655  C24 1.090
49 H -16.24940 4.48273 10.25957  C17 1.090
50 H -21.03826 2.58276 7.71940  C25 1.090
51 H -18.12999 4.50136 13.30491  C27 1.090
52 H -18.03693 7.17861 2.77773  C19 1.090
53 H -19.87423 3.89659 9.38745  C21 1.090
54 H -21.29076 4.40975 5.88124  C26 1.090
55 H -18.44678 2.37161 14.60683  C20 1.090
56 H -19.52448 5.81730 4.10491  C11 1.090
57 H -18.41750 9.69921 5.71801  C22 1.090
58 H -19.17249 6.84547 6.18623  O2 0.960
59 H -18.70816 -1.89143 8.33465  C18 1.090
60 H -18.51305 -1.38355 6.63247  C18 1.090
61 H -16.81061 7.66113 9.09490  C10 1.090
62 H -20.90033 3.24512 13.06818  C15 1.090
63 H -17.77069 4.56085 3.18740  C8 1.090
64 H -15.73650 8.58744 8.05947  C10 1.090
65 H -17.68902 8.34907 6.69476  C22 1.090
66 H -19.83221 1.36258 14.35770  C20 1.090
67 H -16.12865 10.54664 9.08096  O4 0.960
68 H -18.53167 8.13747 4.12767  C19 1.090
69 H -15.05141 7.26280 8.90959  C10 1.090
70 H -15.61646 7.44667 11.78258  C14 1.090
71 H -17.70073 4.96283 9.54643  C17 1.090
72 H -15.61660 4.98617 7.95524  C13 1.090
73 H -22.60607 5.07602 6.72656  C26 1.090
74 H -18.88790 8.83676 9.41817  C24 1.090
75 H -17.35697 3.24301 9.90997  C17 1.090
76 H -15.70614 9.05290 12.34742  C14 1.090
77 H -16.90154 7.23560 4.07315  C19 1.090
78 H -19.04566 0.58151 8.97449  C16 1.090
79 H -19.56194 4.40823 7.77126  C21 1.090
80 H -17.75577 10.05171 7.28852  C22 1.090
81 H -16.65220 -0.51796 9.12499  C23 1.090

**Spin multiplicity**: 1
**Structure (SMILES)**: CC(C)O.CC(C)O.CC(C)O.CC(C)O.CC(C)O.CC(C)O.CCO
**HOMO level**: -9.54 eV
**HOMO-LUMO gap**: 10.151 eV

Results of the Mulliken charge analysis, in e, for atoms 1 through 5: -0.5464, -0.2487, -0.4572, -0.5790, -0.5734


--- c ---
Here is a cluster of 7 separate species, C20H54O7 in total from the OMol25 dataset. Energies are from wB97M-V/def2-TZVPD.

Bonds (Å) are listed after each position.
Geometry (Å):
1 O -0.41577 -3.23892 5.39063  C18 1.425, H30 0.959
2 O -1.83508 -1.11951 -0.79144  C21 1.427, H66 0.968
3 O 5.96025 0.91321 -2.03415  C27 1.419, H28 0.962
4 O 3.05435 5.11589 1.83578  C14 1.436, H57 0.961
5 O -3.89990 0.86465 -0.02949  C17 1.429, H50 0.969
6 O -0.95261 0.83728 -5.64951  C22 1.424, H34 0.963
7 O -2.19250 -3.39680 -2.73700  C12 1.436, H45 0.958
8 C 5.36644 0.68189 0.30494  C27 1.541, H33 1.090, H38 1.090, H46 1.093
9 C -0.43366 -2.50407 0.48947  C21 1.527, H48 1.096, H56 1.089, H74 1.102
10 C 1.71982 3.06344 1.44155  C14 1.537, H71 1.093, H72 1.089, H73 1.089
11 C 2.61534 4.50404 -0.36579  C14 1.527, H36 1.096, H55 1.085, H61 1.091
12 C -0.88435 -3.83201 -3.13894  O7 1.436, C16 1.512, H63 1.093, H75 1.092
13 C 0.48396 1.22896 -3.69909  C22 1.540, H60 1.094, H78 1.093, H80 1.086
14 C 2.90942 3.94161 1.02266  O4 1.436, C10 1.537, C11 1.527, H81 1.092
15 C -4.74766 -0.62949 1.63929  C17 1.538, H40 1.091, H68 1.091, H69 1.096
16 C -0.64334 -5.18862 -2.51640  C12 1.512, H43 1.094, H44 1.096, H77 1.087
17 C -4.32879 0.81777 1.33257  O5 1.429, C15 1.538, C26 1.540, H79 1.097
18 C -0.20757 -2.05591 4.62480  O1 1.425, C20 1.525, C23 1.544, H35 1.096
19 C 0.14069 -0.10130 0.34956  C21 1.531, H32 1.093, H37 1.089, H52 1.092
20 C 0.28802 -1.00491 5.61319  C18 1.525, H41 1.090, H58 1.101, H64 1.089
21 C -0.46690 -1.27711 -0.41920  O2 1.427, C9 1.527, C19 1.531, H49 1.094
22 C -0.84698 0.67361 -4.23919  O6 1.424, C13 1.540, C25 1.519, H65 1.092
23 C -1.52181 -1.65464 3.92037  C18 1.544, H39 1.088, H47 1.090, H76 1.090
24 C 3.74690 0.25257 -1.49878  C27 1.535, H53 1.094, H54 1.092, H67 1.096
25 C -2.00889 1.36415 -3.54530  C22 1.519, H31 1.092, H42 1.093, H70 1.093
26 C -5.47393 1.83172 1.50907  C17 1.540, H29 1.090, H51 1.092, H62 1.085
27 C 4.92441 1.15094 -1.09435  O3 1.419, C8 1.541, C24 1.535, H59 1.095
28 H 5.73286 1.40889 -2.82720  O3 0.962
29 H -6.04955 1.81040 0.58351  C26 1.090
30 H 0.40829 -3.70558 5.53890  O1 0.959
31 H -2.98432 1.07080 -3.93971  C25 1.092
32 H -0.57546 0.18856 1.12218  C19 1.093
33 H 4.73411 1.08259 1.09787  C8 1.090
34 H -0.94083 1.77802 -5.85600  O6 0.963
35 H 0.52150 -2.23625 3.82641  C18 1.096
36 H 2.49729 3.66203 -1.05769  C11 1.096
37 H 1.10721 -0.31047 0.80467  C19 1.089
38 H 5.39906 -0.40746 0.30963  C8 1.090
39 H -2.29912 -1.34153 4.61365  C23 1.088
40 H -3.88940 -1.28813 1.78393  C15 1.091
41 H 1.08578 -1.35087 6.26975  C20 1.090
42 H -2.11240 1.12257 -2.48442  C25 1.093
43 H -1.29553 -5.94035 -2.97146  C16 1.094
44 H 0.37803 -5.50362 -2.76032  C16 1.096
45 H -2.85169 -4.08662 -2.82258  O7 0.958
46 H 6.37631 0.98584 0.59310  C8 1.093
47 H -1.86208 -2.51106 3.33832  C23 1.090
48 H -1.04937 -3.35893 0.18847  C9 1.096
49 H 0.15479 -1.37012 -1.31509  C21 1.094
50 H -3.35753 0.06699 -0.12483  O5 0.969
51 H -5.00616 2.81786 1.49698  C26 1.092
52 H 0.31290 0.73388 -0.33283  C19 1.092
53 H 2.90692 0.34242 -0.80404  C24 1.094
54 H 3.91648 -0.82216 -1.58947  C24 1.092
55 H 1.74123 5.13718 -0.25833  C11 1.085
56 H -0.64471 -2.37237 1.54919  C9 1.089
57 H 2.40154 5.09663 2.54143  O4 0.961
58 H 0.76368 -0.20607 5.02365  C20 1.101
59 H 4.67237 2.21524 -1.14234  C27 1.095
60 H 0.22075 2.19181 -3.25050  C13 1.094
61 H 3.52027 4.97725 -0.75061  C11 1.091
62 H -6.05555 1.64033 2.40431  C26 1.085
63 H -0.81578 -3.82619 -4.22939  C12 1.093
64 H -0.48616 -0.53131 6.21446  C20 1.089
65 H -0.93917 -0.39858 -4.05624  C22 1.092
66 H -2.01760 -1.78435 -1.47150  O2 0.968
67 H 3.47519 0.51949 -2.52596  C24 1.096
68 H -5.42175 -1.02337 0.87663  C15 1.091
69 H -5.32222 -0.71366 2.56884  C15 1.096
70 H -1.92655 2.44770 -3.66706  C25 1.093
71 H 1.82105 2.76158 2.48739  C10 1.093
72 H 0.80900 3.64131 1.29470  C10 1.089
73 H 1.79031 2.14368 0.86352  C10 1.089
74 H 0.51552 -3.06144 0.44711  C9 1.102
75 H -0.08798 -3.15373 -2.82724  C12 1.092
76 H -1.28635 -0.86920 3.20183  C23 1.090
77 H -0.78316 -5.27049 -1.44159  C16 1.087
78 H 0.80297 0.63581 -2.83844  C13 1.093
79 H -3.47230 1.01828 1.98841  C17 1.097
80 H 1.29261 1.36154 -4.41181  C13 1.086
81 H 3.82485 3.34682 1.01258  C14 1.092

**Spin multiplicity**: 1
**Structure (SMILES)**: CC(C)O.CC(C)O.CC(C)O.CC(C)O.CC(C)O.CC(C)O.CCO
**HOMO level**: -9.69 eV
**HOMO-LUMO gap**: 10.141 eV

Results of the Mulliken charge analysis, in e, for atoms 1 through 5: -0.5616, -0.1123, -0.5839, -0.5777, -0.5072


Computed stability ranking, most favorable first: b, c, a